{"formula": "C58H45FGeP3PtSTe", "method": "ωB97M-V/def2-TZVPD", "species": ["Pt", "F", "Ge", "C", "C", "C", "C", "C", "C", "P", "C", "C", "C", "C", "C", "C", "C", "C", "C", "C", "C", "C", "C", "C", "C", "C", "C", "C", "P", "C", "C", "C", "C", "C", "C", "C", "C", "C", "C", "C", "C", "C", "C", "C", "C", "C", "C", "P", "C", "C", "C", "C", "C", "C", "C", "C", "C", "C", "C", "C", "H", "H", "H", "H", "H", "H", "H", "H", "H", "H", "H", "H", "H", "H", "H", "H", "H", "H", "H", "H", "H", "H", "H", "H", "H", "H", "H", "H", "H", "H", "H", "H", "H", "H", "H", "H", "H", "H", "H", "H", "H", "H", "Te", "C", "C", "C", "C", "S", "H", "H", "H"], "positions_angstrom": [[-0.63830, -0.83377, 0.10633], [-5.17115, -1.67789, 0.59552], [-3.34222, -1.55349, 0.40219], [-3.67318, 0.07205, -0.80622], [-4.72460, -0.06453, -1.69682], [-5.12305, 1.00485, -2.47974], [-4.49872, 2.23490, -2.35160], [-3.44100, 2.37990, -1.47504], [-3.00211, 1.28415, -0.73250], [-1.64887, 1.42677, 0.46054], [-0.36213, 2.49460, -0.24498], [0.63706, 2.88944, 0.64915], [1.72165, 3.62048, 0.20348], [1.82621, 3.94842, -1.14089], [0.84284, 3.54832, -2.03147], [-0.24669, 2.81398, -1.59320], [-2.52027, 2.54043, 1.62104], [-3.60354, 2.00103, 2.31242], [-4.37858, 2.80702, 3.12396], [-4.07694, 4.15454, 3.25088], [-3.00180, 4.69266, 2.56431], [-2.22005, 3.89150, 1.74947], [-3.08383, -2.04219, 2.39500], [-4.21310, -2.42911, 3.10603], [-4.11221, -2.95522, 4.38287], [-2.87409, -3.09683, 4.98780], [-1.74638, -2.68254, 4.31005], [-1.84734, -2.16103, 3.01831], [-0.29064, -1.60836, 2.27022], [0.27365, -0.47445, 3.58165], [-0.52578, 0.65722, 3.72636], [-0.26963, 1.58760, 4.71154], [0.79964, 1.39444, 5.57197], [1.59048, 0.26519, 5.44585], [1.33290, -0.67496, 4.46153], [0.74495, -3.09275, 2.32567], [2.12897, -3.00203, 2.44020], [2.89302, -4.15366, 2.51099], [2.29657, -5.39623, 2.39552], [0.92685, -5.48988, 2.19642], [0.15066, -4.34673, 2.17340], [-3.23902, -3.11174, -0.85529], [-4.20170, -4.11110, -0.81194], [-4.25462, -5.08828, -1.79172], [-3.34660, -5.06970, -2.84003], [-2.37498, -4.08766, -2.89161], [-2.31683, -3.11129, -1.89622], [-1.00641, -1.85697, -1.95336], [0.38902, -2.89181, -2.49829], [0.61415, -4.03406, -1.73002], [1.61128, -4.92420, -2.07651], [2.41496, -4.67117, -3.17784], [2.22110, -3.51775, -3.91760], [1.20673, -2.63141, -3.58891], [-1.41540, -0.81515, -3.37998], [-0.52729, 0.20289, -3.72042], [-0.78185, 1.01279, -4.81053], [-1.93298, 0.82200, -5.55847], [-2.83114, -0.17128, -5.20618], [-2.58141, -0.98947, -4.11852], [-5.25336, -1.00380, -1.75303], [-5.94543, 0.88498, -3.16904], [-4.84773, 3.08471, -2.92112], [-2.96841, 3.34377, -1.34087], [0.54877, 2.61728, 1.69441], [2.48526, 3.93236, 0.89994], [2.67738, 4.51110, -1.49324], [0.92294, 3.81283, -3.07517], [-0.99790, 2.48572, -2.29695], [-3.84772, 0.94930, 2.19723], [-5.22303, 2.38891, 3.65090], [-4.68551, 4.78638, 3.87947], [-2.77378, 5.74441, 2.65484], [-1.38918, 4.32336, 1.21105], [-5.18615, -2.31856, 2.65753], [-5.00745, -3.25980, 4.90573], [-2.78905, -3.51649, 5.97996], [-0.77125, -2.76240, 4.77434], [-1.37493, 0.78393, 3.06737], [-0.91011, 2.45165, 4.81034], [1.00264, 2.11403, 6.35028], [2.41225, 0.10467, 6.12690], [1.94661, -1.56012, 4.41152], [2.60917, -2.03256, 2.45063], [3.96271, -4.07833, 2.62961], [2.90009, -6.29063, 2.44026], [0.46461, -6.45443, 2.05535], [-0.91841, -4.42157, 2.02266], [-4.92124, -4.10696, -0.00746], [-5.01084, -5.85806, -1.74634], [-3.39698, -5.81952, -3.61667], [-1.67002, -4.06867, -3.71307], [-0.00929, -4.22431, -0.86595], [1.76992, -5.80838, -1.47892], [3.19988, -5.36277, -3.44559], [2.85552, -3.30744, -4.76372], [1.04900, -1.75459, -4.20097], [0.36705, 0.35414, -3.12233], [-0.08057, 1.78846, -5.08378], [-2.13072, 1.45322, -6.41228], [-3.72596, -0.31901, -5.79064], [-3.28627, -1.76519, -3.85547], [1.93142, 0.00891, -0.41009], [3.40143, -1.38435, -0.93303], [4.55992, -1.07570, -1.60017], [5.47469, -2.13986, -1.64165], [5.00980, -3.25679, -1.01386], [3.44527, -3.01776, -0.36015], [4.73591, -0.10566, -2.02798], [6.44365, -2.08009, -2.10532], [5.48899, -4.20893, -0.88612]], "forces_ev_per_a": [[0.63, 0.13, 0.95], [0.44, -0.08, 0.05], [-1.00, -0.24, -0.21], [0.39, -0.57, 0.84], [-0.26, -0.03, -0.03], [-0.05, -0.11, -0.03], [0.01, 0.15, -0.05], [0.03, -0.06, 0.09], [0.09, -0.01, -0.13], [-0.35, -0.22, -0.98], [0.08, -0.22, 0.23], [-0.11, 0.04, -0.05], [0.04, 0.06, 0.01], [0.00, 0.02, 0.00], [0.10, 0.03, -0.03], [-0.12, -0.07, 0.09], [0.28, -0.26, 0.35], [0.07, -0.08, -0.02], [-0.06, -0.05, 0.03], [0.01, 0.05, 0.01], [-0.09, 0.10, 0.05], [0.11, -0.13, -0.04], [0.33, 0.45, -1.13], [-0.37, -0.02, 0.00], [-0.03, 0.00, 0.01], [0.06, -0.01, 0.05], [0.02, 0.01, -0.07], [0.06, -0.02, 0.01], [-0.36, 0.16, 0.10], [0.18, 0.01, -0.17], [-0.03, -0.11, -0.18], [-0.05, 0.06, 0.01], [0.04, 0.01, 0.05], [0.05, 0.07, 0.12], [-0.14, -0.02, -0.12], [0.15, 0.16, -0.19], [-0.22, 0.00, 0.14], [0.05, -0.09, 0.15], [0.05, 0.02, 0.01], [-0.04, -0.01, -0.06], [-0.07, 0.08, -0.07], [0.35, 0.67, 0.38], [-0.14, -0.03, 0.16], [0.01, 0.02, 0.07], [0.03, -0.01, -0.08], [-0.04, 0.05, -0.04], [-0.03, -0.01, 0.08], [-0.29, -0.07, -0.46], [0.08, 0.00, 0.23], [-0.02, 0.00, -0.11], [-0.15, -0.08, -0.08], [-0.02, 0.02, 0.01], [0.09, -0.06, -0.03], [-0.11, 0.11, 0.02], [0.06, 0.05, 0.10], [0.01, -0.11, 0.09], [0.10, 0.08, -0.05], [-0.05, 0.04, -0.02], [-0.01, 0.05, -0.12], [0.15, -0.07, 0.03], [-0.11, -0.08, -0.02], [-0.08, 0.00, -0.08], [0.01, 0.03, -0.06], [0.01, 0.08, -0.05], [0.07, 0.02, 0.10], [0.08, 0.01, 0.06], [0.06, 0.07, -0.03], [0.02, 0.00, -0.11], [-0.02, 0.01, -0.02], [-0.05, 0.00, 0.06], [-0.06, -0.05, 0.04], [-0.05, 0.05, 0.06], [0.02, 0.08, 0.01], [0.01, 0.04, 0.00], [-0.08, -0.02, -0.12], [-0.06, 0.00, 0.02], [0.00, 0.00, 0.05], [0.01, -0.02, 0.07], [0.02, 0.04, 0.13], [-0.06, 0.09, 0.02], [0.05, 0.06, 0.07], [0.08, -0.01, 0.07], [0.00, -0.05, -0.01], [0.05, 0.00, 0.06], [0.13, 0.02, 0.00], [0.04, -0.07, 0.01], [-0.07, -0.11, 0.04], [-0.06, -0.03, 0.07], [-0.14, -0.02, 0.05], [-0.05, -0.06, 0.02], [0.01, -0.04, -0.04], [0.05, -0.05, 0.00], [-0.02, -0.08, 0.08], [0.01, -0.12, 0.07], [0.06, -0.05, -0.04], [0.07, 0.02, -0.13], [-0.01, 0.04, -0.02], [-0.01, 0.06, -0.04], [0.05, 0.06, -0.01], [-0.02, 0.03, -0.06], [-0.12, 0.01, -0.04], [-0.02, -0.01, 0.02], [0.45, -0.41, -0.28], [-0.70, -0.19, 0.53], [-0.05, 0.21, -0.01], [0.22, -0.06, -0.13], [-0.59, 0.02, 0.28], [0.54, 0.58, -0.41], [0.08, 0.20, -0.09], [0.13, -0.01, -0.10], [0.17, -0.14, -0.06]], "homo_energy_ha": [-0.3616, -0.3683], "multiplicity": 3, "charge": 1, "max_force_ev_per_a": 1.3, "s_squared": 2.016, "gap_ev": [7.89, 5.40]}

---

{"formula": "C22H66N8O11", "method": "ωB97M-V/def2-TZVPD", "species": ["C", "C", "O", "H", "H", "H", "H", "H", "H", "C", "C", "O", "H", "H", "H", "H", "H", "H", "C", "C", "O", "H", "H", "H", "H", "H", "H", "C", "O", "N", "N", "H", "H", "H", "H", "C", "O", "N", "N", "H", "H", "H", "H", "C", "O", "N", "N", "H", "H", "H", "H", "C", "O", "N", "N", "H", "H", "H", "H", "C", "C", "C", "O", "H", "H", "H", "H", "H", "H", "H", "H", "C", "C", "C", "O", "H", "H", "H", "H", "H", "H", "H", "H", "C", "C", "C", "O", "H", "H", "H", "H", "H", "H", "H", "H", "C", "C", "C", "O", "H", "H", "H", "H", "H", "H", "H", "H"], "positions_angstrom": [[3.42709, 2.36365, -0.93043], [3.89986, 2.54552, 0.47861], [3.36530, 1.48095, 1.29921], [4.20011, 2.37782, -1.69876], [2.65485, 3.04743, -1.28285], [3.06587, 1.34328, -1.05870], [3.56995, 3.50627, 0.87384], [4.97455, 2.67802, 0.60352], [2.59646, 1.80358, 1.77503], [2.32354, -2.38070, -2.15302], [3.39303, -1.74422, -3.13186], [4.64614, -2.20415, -2.62022], [2.42602, -3.46549, -2.12412], [1.26605, -2.29459, -2.40288], [2.58618, -1.98427, -1.17223], [3.43234, -0.66321, -2.99782], [3.19697, -2.06535, -4.15487], [4.64780, -2.14287, -1.66218], [-4.22402, -1.94799, -0.82610], [-2.93570, -1.73911, -1.59174], [-2.96767, -2.64505, -2.70746], [-4.09182, -2.90748, -0.32610], [-5.01390, -2.04902, -1.57040], [-4.48517, -1.03878, -0.28458], [-2.10606, -1.98862, -0.93028], [-2.91430, -0.73523, -2.01585], [-2.35189, -2.23883, -3.32179], [-3.97655, 2.48163, -1.44040], [-4.99040, 2.03831, -0.99759], [-2.80211, 2.00169, -1.11298], [-3.96115, 3.36600, -2.39473], [-2.71660, 1.20392, -0.49949], [-2.14486, 2.24153, -1.84140], [-4.89820, 3.73979, -2.44295], [-3.07702, 3.63546, -2.80190], [-2.81406, 1.19103, 4.27224], [-2.61890, 1.44300, 3.12179], [-2.01027, 1.49465, 5.21524], [-3.79839, 0.41255, 4.67939], [-1.18106, 2.03327, 5.00930], [-2.29663, 1.25464, 6.15359], [-3.89086, 0.11732, 5.64084], [-4.58195, 0.23825, 4.06640], [-0.11222, 4.46864, -1.67412], [-0.86204, 3.92820, -2.50967], [0.39971, 5.66203, -1.83720], [0.33245, 3.89351, -0.59199], [1.01853, 6.01705, -1.12228], [0.15562, 6.12212, -2.70256], [0.96537, 4.41377, -0.00137], [-0.30257, 3.24509, -0.14882], [0.65298, 4.01592, 3.01003], [1.64035, 3.38959, 2.68714], [0.53398, 5.16925, 3.57603], [-0.56097, 3.56527, 2.93692], [-0.36687, 5.56971, 3.79559], [1.41681, 5.65745, 3.62483], [-1.34633, 3.99267, 3.40663], [-0.68221, 2.65064, 2.52598], [6.11054, -0.85302, 1.92192], [5.37533, -1.97811, 1.10889], [4.34139, -2.82432, 1.92725], [4.64879, -1.48277, 0.05374], [6.88581, -0.44859, 1.27116], [6.67103, -1.35815, 2.70857], [5.47990, -0.11816, 2.42228], [6.14854, -2.61303, 0.67631], [4.18629, -3.85617, 1.61213], [3.33763, -2.42568, 2.07439], [4.64096, -3.01282, 2.95818], [4.13842, -0.69638, 0.26037], [0.13326, -1.11378, -6.42943], [-0.06019, -1.08582, -4.95649], [0.07304, 0.39065, -4.41876], [-1.43452, -1.42850, -4.84307], [1.00669, -0.52762, -6.71518], [-0.71084, -0.62647, -6.91742], [0.22951, -2.09623, -6.89160], [0.51209, -1.88909, -4.49242], [-0.22963, 1.13562, -5.15463], [1.06353, 0.69702, -4.08237], [-0.53175, 0.43969, -3.51325], [-1.86557, -0.83809, -5.46535], [-2.24734, -5.57208, 2.67953], [-2.98059, -4.33992, 3.33834], [-3.47028, -3.25894, 2.47061], [-4.15238, -4.92152, 3.83611], [-1.50167, -5.18050, 1.98762], [-2.98701, -6.16759, 2.14442], [-1.87071, -6.12922, 3.53735], [-2.34602, -3.90660, 4.11143], [-4.14245, -3.66863, 1.71667], [-2.62384, -2.85358, 1.91624], [-3.98813, -2.48505, 3.03721], [-4.53399, -5.49303, 3.16577], [-0.13838, -1.23710, 1.36692], [-0.38323, 0.11661, 0.72702], [0.24291, 0.27551, -0.57926], [-1.84826, 0.17801, 0.84968], [-0.45676, -1.28083, 2.40847], [0.91999, -1.49771, 1.37310], [-0.56012, -2.05528, 0.78311], [-0.06004, 0.85144, 1.46436], [1.31810, 0.11893, -0.66618], [0.24000, 1.33714, -0.82631], [-0.27268, -0.26742, -1.37140], [-2.01253, 0.48160, 1.74548]], "forces_ev_per_a": [[0.32, -0.55, -1.57], [-0.70, 0.52, 0.95], [0.98, 0.05, -0.35], [0.43, 0.42, 0.17], [-0.09, -0.08, 0.33], [-0.34, 0.02, 0.22], [-0.49, 0.05, 0.11], [0.20, -0.96, -0.15], [-0.13, 0.39, 0.16], [0.47, 0.18, -0.86], [-0.63, -1.04, 2.53], [0.32, -0.49, -1.74], [0.60, -0.05, -0.03], [-0.02, 0.82, 0.04], [-0.57, -0.13, 0.11], [-0.61, 0.25, -0.57], [0.54, 0.13, -0.02], [-0.17, 0.32, 0.35], [0.12, 0.20, -1.00], [-0.96, -0.54, -0.59], [0.35, 0.18, 0.50], [-0.57, 0.39, 0.58], [-0.07, -0.17, -0.04], [0.16, -0.47, 0.79], [0.35, 0.44, -0.12], [0.41, 0.28, 0.39], [0.14, -0.28, -0.69], [0.21, -1.97, 0.47], [-3.45, -0.68, 1.86], [2.86, -0.14, 0.12], [-0.61, 2.17, -1.80], [0.18, -0.07, -0.08], [0.97, -0.56, 0.70], [0.55, 0.69, -1.06], [-0.54, 0.80, -0.15], [-1.22, -1.84, -0.95], [0.38, 1.35, -3.32], [3.17, 1.72, 3.94], [-2.98, -1.60, 0.60], [-0.14, -0.20, 0.29], [0.72, 0.44, -0.06], [-0.11, 0.11, -0.34], [0.29, -0.03, 0.03], [-1.77, -1.24, -2.78], [0.23, 0.47, 0.71], [0.65, 2.53, -1.01], [0.43, -1.98, 3.11], [-0.22, 0.50, -0.70], [0.46, 0.30, 0.36], [-0.28, -0.40, 0.23], [0.24, -0.14, 0.06], [-0.54, -1.57, 0.19], [1.41, 0.07, -0.71], [2.94, 4.73, 1.71], [-3.71, -3.87, -1.47], [0.77, 0.26, -0.14], [-0.51, 0.69, 0.52], [0.12, -0.38, -0.47], [-0.58, 0.08, 0.24], [0.11, -1.66, -0.22], [-0.86, 0.05, 2.37], [0.76, -0.70, 1.39], [-0.31, 0.82, -2.30], [-0.31, 0.53, -0.03], [0.00, -0.08, 0.19], [-0.17, 0.08, -0.50], [-0.07, -0.16, 0.10], [0.16, 0.11, -0.85], [0.12, 0.67, -0.61], [0.54, 0.30, 0.26], [-0.01, 0.25, 0.51], [1.42, 0.40, -1.52], [-0.79, 1.37, -0.54], [0.62, -1.24, 0.73], [-0.60, -0.58, 1.11], [0.23, -0.06, -0.14], [-0.06, 0.15, -0.07], [-0.06, -0.13, 0.32], [0.05, 0.48, 0.48], [-0.34, -0.22, -0.06], [0.32, -0.30, -0.22], [-0.26, 0.25, -0.18], [-0.50, -0.08, 0.13], [-0.20, 2.11, 0.45], [-0.11, -2.01, -1.01], [0.84, 0.69, -1.67], [-1.13, -0.37, 2.46], [0.38, -0.55, 0.08], [0.14, 0.00, -0.16], [0.36, -0.22, -0.45], [-0.24, -0.35, 0.50], [-0.16, 0.06, 0.06], [-0.07, 0.59, -0.07], [0.10, -0.03, -0.04], [0.10, 0.10, -0.06], [1.61, -0.75, -0.11], [-1.50, -1.85, 3.52], [-0.05, 1.60, -1.89], [0.76, 0.40, -1.89], [-0.33, 0.02, -0.12], [0.41, 0.19, 0.10], [-0.51, 0.18, 0.03], [0.69, 0.39, -0.23], [-0.10, -0.81, 0.68], [-0.49, 0.11, -0.48], [0.03, -0.12, 0.07], [-0.45, 0.25, 0.28]], "homo_energy_ha": -0.3182, "smiles": "NC(N)=O.NC(N)=O.NC(N)=O.NC(N)=O.CC(C)O.CC(C)O.CC(C)O.CC(C)O.CCO.CCO.CCO", "relative_energy_ev": 5.235, "max_force_ev_per_a": 5.8, "gap_ev": 8.49}